(1)
C18H50F9N10O17S2Y | ωB97M-V/def2-TZVPD

Calculated values
Kohn-Sham gap: 6.44 eV
E: -116361.074 eV
Maximum force: 15.98 eV Å⁻¹

The geometry in XYZ format:
```
107
Properties=species:S:1:pos:R:3:forces:R:3
Y 0.76951 0.08518 -4.04994 0.532 0.447 4.057
C 0.23548 -0.11141 0.64366 0.490 -1.741 -1.444
F 1.08753 0.86611 0.92493 -0.128 0.322 0.138
F 0.00015 -0.85392 1.71042 0.024 0.321 0.598
F -0.91352 0.34322 0.16153 0.182 0.441 0.216
S 0.99203 -1.27939 -0.63998 0.372 -0.793 0.796
O 2.37509 -1.57826 -0.27287 -0.758 0.773 0.023
O 0.11605 -2.42177 -0.56338 -0.087 0.658 -0.587
O 0.90670 -0.50075 -1.86952 0.170 0.699 -0.279
C 3.01905 -4.34186 -2.95780 -0.242 2.152 0.272
F 3.42862 -4.12182 -1.71347 -0.105 -0.137 0.399
F 3.77436 -5.25509 -3.48744 0.223 -0.746 -0.436
F 1.74055 -4.70390 -2.95375 -0.129 -0.327 -0.049
S 3.23045 -2.72492 -3.93342 2.627 -0.277 -2.649
O 1.96069 -1.95386 -3.89714 -1.391 0.615 0.184
O 4.37261 -2.01676 -3.39149 -1.169 -0.472 0.662
O 3.47122 -3.22659 -5.28028 -0.707 0.098 0.874
C -1.06228 2.75284 -2.70117 -0.097 -2.670 -1.155
O -2.11594 1.77151 -2.82290 -0.447 0.827 0.232
O 0.05389 2.03828 -2.99676 1.001 -0.671 -1.354
C -1.29322 3.86772 -3.76905 1.617 -0.164 0.635
F -0.32559 4.79111 -3.59446 -0.132 0.403 0.155
F -1.10856 3.42211 -5.02763 -0.572 -0.288 0.167
F -2.47018 4.47172 -3.68576 -0.133 0.302 -0.173
C -3.42458 2.20102 -2.45744 -1.098 -0.645 -0.765
C -4.29734 0.95779 -2.36848 -0.409 0.132 0.681
H -5.35956 1.19079 -2.24554 0.099 0.413 0.052
H -4.29994 0.28932 -3.22918 0.565 0.041 -0.031
H -4.01652 0.45215 -1.44770 0.142 -0.657 -0.258
H -3.84961 2.87194 -3.20603 0.161 0.013 0.040
H -3.47274 2.70914 -1.49147 0.383 0.094 0.046
H -1.03962 3.08386 -1.65893 -0.148 0.768 -0.092
C 4.36876 1.80847 1.20166 -0.367 0.996 1.587
C 3.85967 2.14997 -0.18230 1.148 -0.208 -0.332
C 4.63034 3.31560 -0.80304 1.365 -0.038 0.015
O 4.24352 3.67027 -2.11872 -0.386 0.401 0.966
C 3.11525 4.52587 -2.11464 -0.985 -0.369 -1.253
N 4.01627 0.90512 -0.96568 -1.260 0.462 -0.911
H 3.77274 1.03260 1.68570 0.057 -0.303 -0.368
H 4.29239 2.62203 1.93774 -0.005 0.240 -0.353
H 5.41882 1.51631 1.22847 -0.017 -0.161 -0.368
H 2.81668 2.46727 -0.20249 -0.177 -0.454 0.206
H 5.70679 3.10662 -0.86847 -0.127 -0.544 -0.100
H 4.65559 4.19257 -0.14422 -0.653 0.014 0.059
H 2.20385 4.05770 -1.72379 0.168 -0.281 0.143
H 2.91019 4.67795 -3.17685 -0.093 0.297 0.112
H 3.17916 5.50257 -1.62724 0.790 -0.094 0.150
H 4.96682 0.56839 -1.05258 0.132 0.171 0.247
H 3.46577 0.19833 -0.49307 0.219 -0.406 -0.093
C -0.90117 4.89536 1.87674 -0.903 0.725 -1.413
C -1.67682 3.69352 2.36987 0.699 -1.169 -0.384
C -2.84288 3.28432 1.46071 -0.610 2.443 -0.018
O -3.54378 2.17914 1.95433 1.026 -0.925 0.054
C -4.69860 1.82063 1.26247 -1.980 0.015 0.037
N -0.70121 2.58750 2.45882 -0.721 -0.237 0.589
H -1.57618 5.62001 1.40058 -0.137 0.317 0.756
H -0.30788 4.68047 0.97954 0.373 -0.568 0.357
H -0.27400 5.36684 2.62567 -0.062 -0.045 0.070
H -2.09508 3.88476 3.36142 0.093 -0.029 0.032
H -2.53671 3.27557 0.40718 0.238 -0.900 -0.013
H -3.53572 4.14307 1.47225 -0.146 0.028 0.046
H -5.31154 1.13720 1.85674 0.509 -0.112 0.401
H -4.64352 1.30471 0.29894 0.902 0.340 -0.016
H -5.37615 2.67765 1.15485 0.269 0.256 -0.247
H -1.26187 1.73849 2.41644 0.388 -0.160 0.107
H -0.11683 2.58548 1.63523 -0.010 0.094 -0.082
O -1.19042 -1.06104 -3.35011 -0.048 -0.270 -0.837
H -2.03874 -0.76851 -2.97013 0.222 0.104 0.124
H -1.10488 -1.99053 -3.07578 -0.132 0.148 0.257
O 3.45533 -2.28510 2.16678 0.100 0.096 -0.250
H 3.26402 -1.92809 1.27830 -0.070 -0.192 0.176
H 3.86647 -3.14216 2.00410 0.087 0.107 0.057
O 3.05835 0.66643 -3.48255 -1.176 0.323 -0.965
H 3.59445 1.34681 -3.90953 0.010 -0.019 0.134
H 3.31002 0.72690 -2.50386 0.363 0.096 0.406
C -3.20003 -2.49296 -0.02488 -1.482 1.757 -0.863
O -3.10343 -2.44407 -1.27112 0.694 -0.434 -0.100
N -4.08975 -1.71633 0.64950 1.492 -0.188 -10.301
N -2.43252 -3.27800 0.75502 0.185 -0.455 0.112
H -4.18861 -1.73805 1.65733 -0.323 0.903 -5.383
H -4.60978 -1.13449 0.02091 -0.143 0.014 -0.311
H -2.52904 -3.19305 1.75163 0.398 -0.432 -0.285
H -1.77643 -3.89422 0.31044 0.076 -0.012 0.275
C 0.53102 -6.11499 0.25741 1.017 -0.135 1.176
O 0.89487 -7.01593 1.01207 -0.258 0.406 -0.494
N 1.15421 -4.90745 0.17126 0.198 0.835 -0.181
N -0.56169 -6.20153 -0.53816 -0.722 -0.133 -0.150
H 2.01947 -4.70344 0.63480 0.025 -0.625 0.233
H 0.71845 -4.06662 -0.19864 -0.066 -0.559 -0.053
H -1.10510 -7.04226 -0.45255 0.044 0.029 -0.240
H -0.64036 -5.61691 -1.34953 -0.133 -0.084 -0.084
C -3.22897 -1.64843 3.32756 1.534 0.251 0.938
O -4.23103 -1.80019 2.60461 -0.976 -0.574 15.940
N -2.55264 -0.46468 3.48831 -1.617 -0.536 -0.695
N -2.64165 -2.68653 3.94375 -0.185 0.602 -0.264
H -1.66663 -0.38837 3.94931 0.036 -0.090 0.169
H -3.02144 0.34978 3.13324 0.203 0.376 -0.106
H -3.01099 -3.60569 3.79833 0.037 -0.180 0.271
H -1.79905 -2.47571 4.46146 0.290 -0.861 0.459
C 0.82232 -2.27498 4.81867 0.363 -0.722 0.326
O -0.15437 -2.54265 5.52836 -0.098 0.204 -0.427
N 1.59882 -1.19061 5.05535 -0.094 0.393 -0.267
N 1.27657 -3.07480 3.81759 -0.530 -0.232 -0.048
H 2.47205 -1.09329 4.56776 0.053 0.114 0.156
H 1.37506 -0.63198 5.85731 0.083 0.094 -0.044
H 1.86630 -2.74440 3.06407 0.252 0.052 0.252
H 0.89234 -3.99977 3.74176 -0.277 0.100 -0.055
```
Positions in Å, forces in eV/Å.

=====

(2)
C5H11NO | ωB97M-V/def2-TZVPD

Calculated values
Kohn-Sham gap: 8.62 eV
E: -8898.539 eV
Maximum force: 0.97 eV Å⁻¹

The geometry in XYZ format:
```
18
Properties=species:S:1:pos:R:3:forces:R:3
C -2.28785 -1.46920 -1.18156 0.178 -0.168 0.183
C -1.50511 -0.43444 -0.85066 -0.015 -0.115 -0.063
N -0.22261 -0.47545 -0.35516 0.480 0.528 -0.664
O 0.25518 -1.66747 0.19620 -0.685 0.335 0.135
C 0.58790 0.71001 -0.03554 -0.278 -0.222 0.414
C 2.08756 0.42834 -0.18543 0.442 0.009 -0.263
C 0.23980 1.21923 1.36275 -0.165 0.286 0.148
H -1.93024 -2.48873 -1.09756 -0.068 0.068 0.052
H -3.28453 -1.30852 -1.57399 0.176 0.087 0.089
H -1.87999 0.57674 -0.98694 0.203 0.006 -0.004
H -0.28430 -1.77218 1.00093 0.215 -0.241 -0.099
H 0.33702 1.50187 -0.75360 -0.264 -0.416 0.026
H 2.53266 1.15854 -0.87108 -0.037 -0.094 0.154
H 2.61894 0.52221 0.76767 -0.154 -0.113 -0.113
H 2.30470 -0.56186 -0.59834 -0.217 0.181 0.143
H 0.29926 0.42067 2.11017 0.148 0.050 -0.126
H 0.91382 2.02639 1.66783 -0.064 -0.110 -0.014
H -0.78223 1.61385 1.38428 0.107 -0.070 0.003
```
Positions in Å, forces in eV/Å.

=====

(3)
C4H14N3O | ωB97M-V/def2-TZVPD

Calculated values
2S+1: 2
Kohn-Sham gap (alpha / beta): 5.09 / 9.67 eV
E: -10890.111 eV
Maximum force: 2.88 eV Å⁻¹

The geometry in XYZ format:
```
22
Properties=species:S:1:pos:R:3:forces:R:3
C 1.07025 -0.48569 3.10556 -1.031 -0.615 0.177
C 1.26946 -0.52904 1.61047 0.782 0.145 -0.045
O -0.24925 0.01721 3.35303 -0.034 0.755 0.443
H 1.06614 -1.49498 3.54374 0.638 0.127 -0.136
H 1.77895 0.14227 3.66642 -0.253 -0.120 -0.379
H 2.29177 -0.75834 1.32758 0.261 -0.438 0.072
H -0.89282 -0.68905 3.28168 0.099 -0.143 -0.076
H 1.11710 0.44883 1.17309 -0.436 0.284 -0.019
H 0.60252 -1.24876 1.14164 -0.034 0.022 -0.079
C 0.29032 2.08100 -1.72353 0.109 -1.165 0.321
C -0.66792 -0.20977 -1.78626 -0.476 -1.313 -2.132
N 0.31259 0.67370 -2.21415 0.522 2.357 1.567
N -1.73752 0.12843 -1.00011 -0.635 0.683 0.947
N -0.36431 -1.59001 -1.75510 0.306 0.639 0.965
H 0.83234 0.61705 -3.06894 -0.534 -0.712 -0.331
H -2.39997 0.85769 -1.20112 0.175 -0.140 -0.402
H -2.03717 -0.46234 -0.23768 0.440 0.052 0.086
H 0.28508 -1.97406 -2.41484 -0.210 -0.111 -0.105
H -1.14754 -2.13498 -1.45059 0.078 -0.459 -0.498
H -0.32486 2.13968 -0.83647 -0.310 -0.172 0.148
H -0.11567 2.81716 -2.42898 0.372 -0.187 -0.094
H 1.28513 2.30767 -1.34708 0.171 0.511 -0.427
```
Positions in Å, forces in eV/Å.

=====

(4)
C4H9O2S | ωB97M-V/def2-TZVPD

Calculated values
Charge: -1
Kohn-Sham gap: 7.40 eV
E: -19225.162 eV
Maximum force: 2.54 eV Å⁻¹

The geometry in XYZ format:
```
16
Properties=species:S:1:pos:R:3:forces:R:3
C 2.84254 1.46850 0.07675 -0.024 0.738 1.238
C 0.28811 1.11831 1.29248 -0.298 -0.353 -2.000
S 1.32737 2.38830 0.47094 -0.135 0.190 0.388
H 2.87414 1.24806 -0.97046 -0.004 -0.816 -0.333
H 3.70556 2.09797 0.31967 -0.165 0.121 -0.110
H 2.88325 0.65538 0.80865 0.031 -0.345 -0.769
H 0.85596 0.58241 2.04203 -0.090 0.201 0.496
H -0.05482 0.34477 0.53061 0.466 0.831 0.940
H -0.59926 1.66295 1.63476 0.344 -0.182 0.365
C -2.62448 -1.78364 -0.73826 -1.801 0.464 -1.728
C -1.17740 -1.47722 -1.06544 1.986 0.005 1.150
O -0.44378 -1.32972 -0.02121 -0.879 -0.419 -0.542
O -0.74455 -1.39252 -2.22162 -0.751 -0.137 -0.665
H -3.34929 -1.43079 -1.53332 0.879 0.522 0.674
H -2.86039 -1.32540 0.21834 -0.242 -0.394 0.082
H -2.92297 -2.82734 -0.84393 0.683 -0.427 0.813
```
Positions in Å, forces in eV/Å.

=====

What did the fourth record say?
C4H9O2S | ωB97M-V/def2-TZVPD

Calculated values
Charge: -1
Kohn-Sham gap: 7.40 eV
E: -19225.162 eV
Maximum force: 2.54 eV Å⁻¹

The geometry in XYZ format:
```
16
Properties=species:S:1:pos:R:3:forces:R:3
C 2.84254 1.46850 0.07675 -0.024 0.738 1.238
C 0.28811 1.11831 1.29248 -0.298 -0.353 -2.000
S 1.32737 2.38830 0.47094 -0.135 0.190 0.388
H 2.87414 1.24806 -0.97046 -0.004 -0.816 -0.333
H 3.70556 2.09797 0.31967 -0.165 0.121 -0.110
H 2.88325 0.65538 0.80865 0.031 -0.345 -0.769
H 0.85596 0.58241 2.04203 -0.090 0.201 0.496
H -0.05482 0.34477 0.53061 0.466 0.831 0.940
H -0.59926 1.66295 1.63476 0.344 -0.182 0.365
C -2.62448 -1.78364 -0.73826 -1.801 0.464 -1.728
C -1.17740 -1.47722 -1.06544 1.986 0.005 1.150
O -0.44378 -1.32972 -0.02121 -0.879 -0.419 -0.542
O -0.74455 -1.39252 -2.22162 -0.751 -0.137 -0.665
H -3.34929 -1.43079 -1.53332 0.879 0.522 0.674
H -2.86039 -1.32540 0.21834 -0.242 -0.394 0.082
H -2.92297 -2.82734 -0.84393 0.683 -0.427 0.813
```
Positions in Å, forces in eV/Å.

=====

Q: What is the formula in the third record?
A: C4H14N3O

=====

Please write out number 2 again, unchanged.
C5H11NO | ωB97M-V/def2-TZVPD

Calculated values
Kohn-Sham gap: 8.62 eV
E: -8898.539 eV
Maximum force: 0.97 eV Å⁻¹

The geometry in XYZ format:
```
18
Properties=species:S:1:pos:R:3:forces:R:3
C -2.28785 -1.46920 -1.18156 0.178 -0.168 0.183
C -1.50511 -0.43444 -0.85066 -0.015 -0.115 -0.063
N -0.22261 -0.47545 -0.35516 0.480 0.528 -0.664
O 0.25518 -1.66747 0.19620 -0.685 0.335 0.135
C 0.58790 0.71001 -0.03554 -0.278 -0.222 0.414
C 2.08756 0.42834 -0.18543 0.442 0.009 -0.263
C 0.23980 1.21923 1.36275 -0.165 0.286 0.148
H -1.93024 -2.48873 -1.09756 -0.068 0.068 0.052
H -3.28453 -1.30852 -1.57399 0.176 0.087 0.089
H -1.87999 0.57674 -0.98694 0.203 0.006 -0.004
H -0.28430 -1.77218 1.00093 0.215 -0.241 -0.099
H 0.33702 1.50187 -0.75360 -0.264 -0.416 0.026
H 2.53266 1.15854 -0.87108 -0.037 -0.094 0.154
H 2.61894 0.52221 0.76767 -0.154 -0.113 -0.113
H 2.30470 -0.56186 -0.59834 -0.217 0.181 0.143
H 0.29926 0.42067 2.11017 0.148 0.050 -0.126
H 0.91382 2.02639 1.66783 -0.064 -0.110 -0.014
H -0.78223 1.61385 1.38428 0.107 -0.070 0.003
```
Positions in Å, forces in eV/Å.

=====

Q: Look up the E of the second one.
A: -8898.539 eV